C52H73N4OPS2ScSeTe | wB97M-V/def2-TZVPD

XYZ file:
```
136
C52H73N4OPS2ScSeTe (wB97M-V/def2-TZVPD)
H -3.258 -2.680 -6.590
H 7.637 -0.991 2.389
H -1.327 4.239 -3.814
H 0.906 4.695 -4.786
H -5.138 -1.998 -4.387
C 2.060 -2.867 3.187
H 0.599 1.003 -2.643
H 3.430 1.633 3.867
C 3.385 4.181 5.166
H 6.325 -1.260 -1.057
C -4.379 -0.676 0.365
C 1.384 4.026 6.642
H 7.761 -1.084 -0.054
C 0.906 -2.121 3.772
C -2.749 4.215 -0.990
H -4.223 1.151 -1.484
H -0.123 -6.892 1.795
C 3.063 2.191 6.664
H 2.902 4.914 4.519
C 0.630 -6.285 -1.932
C 0.785 -7.552 -1.396
C -0.490 -4.290 1.084
N -0.157 -1.762 3.116
H 5.606 -3.305 0.317
Sc -0.346 0.528 0.384
C -3.619 1.983 -1.869
H -1.354 -3.058 -4.898
H -3.507 -0.186 5.170
H -1.437 4.423 -5.558
C -1.675 2.397 -4.904
H -1.815 4.122 -1.552
H -5.189 0.023 0.158
C 4.482 -0.892 0.961
H 1.939 4.528 7.435
H 0.868 4.795 6.064
H 3.006 -2.483 3.566
C 0.514 -7.771 -0.051
H 0.624 3.409 -2.687
H 2.002 -3.927 3.441
H 3.904 4.716 5.962
H -3.349 4.265 -3.749
H -3.581 -0.577 -0.367
C -4.180 4.234 -3.049
H -3.431 5.983 -2.038
H 2.049 -2.765 2.102
H 0.624 -8.761 0.370
N 0.401 1.125 2.538
C 6.025 -2.819 1.198
H -3.228 0.155 -5.388
C 0.371 1.481 -3.600
H 1.107 -8.369 -2.026
C 0.265 2.565 4.438
C -3.796 4.987 -1.781
N 1.779 -0.235 0.682
H -1.335 -4.543 1.720
H -4.685 5.131 -1.156
H 2.024 2.833 -3.553
H 6.576 0.410 2.312
C -2.348 -0.704 3.380
H -3.667 -3.595 -5.159
H 0.887 0.911 -4.380
N -2.558 -0.757 2.012
H 2.348 1.489 7.097
C -4.582 2.787 -2.772
S -4.770 -0.064 3.073
H -5.118 -1.403 -6.029
H -2.763 2.462 -4.852
C 0.935 2.897 -3.598
Te -1.071 -2.723 -0.249
H -2.603 -2.545 -2.833
H -4.787 2.280 -3.712
H 0.798 3.223 -5.740
C -4.484 -1.588 -5.162
H -4.191 2.932 -0.062
H -4.720 0.447 -4.522
C 1.635 2.490 4.651
H 4.175 -1.942 -0.910
C -3.191 -0.518 -3.313
C -0.296 1.881 3.376
H -0.522 -3.867 -2.646
H -3.966 -0.789 -2.588
C 3.734 -1.333 -0.134
H -4.779 -1.689 0.288
C -1.071 -1.160 3.943
C -3.426 -0.297 4.103
C -3.260 2.828 -0.635
H 6.648 0.275 -0.245
H -2.539 2.327 0.018
C 2.352 3.222 5.776
H 1.000 -3.375 -1.901
H 3.579 2.698 7.479
H -1.236 -1.478 -3.020
C 0.205 -5.226 -1.134
H -1.562 -1.430 -5.479
H 0.832 -6.114 -2.982
H -1.225 -0.600 6.065
H -5.015 4.732 -3.548
H 5.486 -3.183 2.076
H -1.358 1.967 3.174
C 6.594 -0.680 2.340
C 0.472 3.694 -4.806
C 3.819 -0.109 1.894
C 2.359 1.698 3.759
H -5.532 2.803 -2.228
H 4.133 3.652 4.577
C 0.094 -6.721 0.748
H 7.067 -3.128 1.287
C 2.407 -0.981 -0.231
H -2.484 4.744 -0.073
C 6.710 -0.809 -0.143
C -0.062 -5.444 0.216
S 0.864 -1.723 5.450
C -2.215 -1.726 -3.443
H -0.375 3.163 5.069
H 0.637 3.386 7.116
C -1.046 3.780 -4.765
H 0.321 -3.945 1.721
C 0.034 -3.844 -1.711
C 1.727 1.028 2.728
C -1.139 1.346 -3.907
H 4.350 0.251 2.759
C 2.472 0.203 1.740
C -2.041 -2.210 -4.880
P -2.291 0.888 -2.540
C -3.378 -2.601 -5.509
O -1.559 0.261 -1.342
C 5.944 -1.288 1.098
H 1.809 -1.299 -1.079
H 3.805 1.618 6.107
H -1.450 2.032 -5.911
C -0.689 -1.045 5.245
C -3.801 -0.484 1.722
C -3.911 -0.268 -4.647
H 6.110 -1.016 3.259
Se 0.382 2.722 -0.111
H -1.209 0.392 -4.438
```

Results
- maximum force (eV/Å) = 0.387
- net charge = +1
- E (hartree) = -6887.49052
- energy above the lowest of the compared OMol25 structures with the same formula, charge and spin (kJ/mol) = 121.7
- molecular weight (g/mol) = 1116.81
- HOMO (hartree) = -0.31683

C52H81AlBr2NO23 | wB97M-V/def2-TZVPD

XYZ file:
```
160
C52H81AlBr2NO23 (wB97M-V/def2-TZVPD)
C -3.271 4.011 3.562
H -3.314 -1.222 -0.069
O -1.537 8.916 -5.276
C -5.036 0.591 -4.477
C 3.174 -1.746 -6.127
C -3.230 2.710 3.027
C 5.760 -0.028 10.099
Br 2.732 -1.612 1.786
H -2.411 6.288 1.147
H 7.781 -2.299 4.829
H 1.005 -1.138 -0.476
H 5.684 -1.821 11.279
N 2.936 -2.639 -1.507
C -4.033 1.705 3.552
H 5.219 -0.159 -5.302
H -1.259 -3.197 -2.781
H -3.781 5.193 1.318
H 1.613 -5.615 -0.749
H -2.030 7.208 3.089
O 4.279 -2.533 -6.205
H -5.756 -1.367 -4.988
O -4.906 -3.997 0.491
H 5.861 0.625 10.971
O -1.976 6.849 -6.062
H -2.932 -2.301 1.999
C -1.530 -0.912 1.116
O -4.406 2.048 -6.131
C 7.333 0.774 8.689
H 5.033 1.733 -6.875
H -3.437 1.130 -1.031
C -4.954 -6.251 0.754
H -1.967 6.420 4.672
H 2.962 -5.410 -1.891
H 6.295 -2.059 -6.368
H -2.241 4.238 -5.457
H -5.262 -1.191 -3.312
H -0.194 5.426 -4.553
C -5.725 0.810 5.180
H -6.004 -6.493 0.571
O 4.739 0.585 5.473
C -4.895 1.936 4.619
H -1.342 4.759 3.059
C 1.925 -1.016 3.418
H -0.079 -3.304 -4.084
H -6.789 -0.478 -3.848
H 3.148 -4.965 -0.172
H 3.250 -0.004 -1.078
H 5.322 -1.859 -7.848
H 5.084 -2.012 9.634
O -2.223 1.499 -6.169
H -0.911 2.337 3.397
H -1.060 -1.644 0.442
H 3.550 -1.446 -3.085
H -2.327 -1.126 3.165
H -0.796 5.988 -7.503
O -3.690 0.322 -4.930
O -3.306 -4.109 -6.568
H 6.972 -1.660 3.372
H -4.666 -6.135 -2.099
H -3.956 0.715 3.119
C -4.149 4.232 4.618
H -5.389 -0.140 4.763
H -1.174 3.631 -6.731
H -1.805 -2.697 -6.424
H -1.285 -2.003 -4.072
H -1.237 -4.373 -6.634
C -4.967 -4.265 1.815
C 7.939 -0.127 4.578
H -5.924 0.695 -6.456
C 5.413 0.775 -7.228
H 4.300 1.376 9.265
O -5.321 -3.870 -5.593
O -5.104 -3.453 2.666
C -4.447 -5.178 -0.186
C -4.129 -3.858 -5.528
H 3.538 -2.039 4.425
C 0.836 -0.262 3.312
C 2.413 -0.199 -1.754
C -2.040 -1.750 2.315
H -6.784 0.928 4.949
O 7.082 -0.233 9.559
H 9.714 -0.474 3.432
H -0.439 3.077 1.882
C 5.118 -1.333 10.486
C -2.500 0.639 -0.744
H 0.971 5.553 -5.895
H -1.840 1.437 -0.400
H 6.502 0.812 -7.226
O 6.204 1.462 8.423
C -2.706 5.290 1.482
C -2.048 -3.919 -4.649
H -5.621 3.437 5.967
H 9.314 1.235 3.653
Br 0.049 0.186 5.030
O 6.024 -1.240 5.150
H 2.024 1.282 0.363
O 0.060 7.328 -5.312
C 2.661 -1.535 -2.449
H -3.518 6.734 3.874
H 8.385 0.265 2.513
O 2.083 -2.141 -5.879
C -1.004 2.236 2.311
H -4.360 -7.162 0.744
H -3.353 -5.158 -0.182
O 0.771 -3.361 -1.483
H -1.933 -4.974 -4.380
C -1.189 7.808 -5.525
C -4.951 3.224 5.141
H -6.357 2.071 -5.407
O 3.497 -0.456 -6.375
H 8.434 -0.071 5.553
O -3.435 -3.571 -4.414
C -1.114 -3.058 -3.850
C 8.896 0.245 3.476
H 4.735 0.038 8.176
C 5.756 0.091 5.114
O 6.815 0.769 4.615
C 5.100 0.709 8.956
C -4.969 -5.215 -1.597
H 1.816 -1.770 -3.098
C 2.460 -4.988 -1.018
C -1.129 5.758 -6.486
C -2.482 6.434 3.710
H 0.530 1.817 -0.368
O 8.402 1.008 8.220
H -1.283 -2.478 2.615
H -2.687 4.439 -7.146
Al -0.172 0.475 1.673
C -1.847 4.437 -6.453
H -4.961 1.242 -3.602
H -5.604 0.753 6.264
H 3.791 -3.119 -1.757
H -2.192 4.559 0.862
O -2.428 2.388 1.978
C -5.759 -0.683 -4.138
C 5.334 -1.739 -6.762
H -6.058 -5.148 -1.608
C 2.624 -1.499 4.658
H 2.363 0.583 -2.520
H -3.447 0.074 1.096
C -5.576 1.359 -5.662
C 4.931 -0.342 -6.341
H -4.580 -4.371 -2.165
H 4.102 -1.159 10.841
H 2.872 -0.638 5.276
O -4.850 -5.605 2.030
C 1.097 -0.167 -0.967
C -3.329 1.304 -5.777
C -2.378 5.092 2.978
H -4.224 5.216 5.063
H 0.262 -0.103 -1.667
C 1.951 -3.603 -1.354
C -1.974 -3.740 -6.149
C 1.016 0.945 0.097
H 5.061 0.634 -8.250
C 7.234 -1.456 4.414
H 1.952 -2.138 5.239
H -2.058 0.175 -1.628
C 0.018 5.906 -5.511
C -2.765 -0.373 0.369
```

Results
- maximum force (eV/Å) = 1.239
- net charge = -1
- E (hartree) = -9205.97562
- molecular weight (g/mol) = 1274.99
- HOMO (hartree) = -0.17207

C52H84BrN4O16 | wB97M-V/def2-TZVPD

XYZ file:
```
157
C52H84BrN4O16 (wB97M-V/def2-TZVPD)
O 3.021 1.117 6.461
O 2.812 2.550 -2.797
H 4.739 0.267 7.100
C -2.224 1.443 -3.714
H 6.383 4.398 2.169
C -2.094 0.719 -7.960
O -1.468 -4.939 -0.836
N 1.836 -1.000 8.491
H 2.250 0.666 9.741
C 3.589 -8.756 -5.001
H 2.950 -10.855 -3.909
O 7.833 1.865 2.700
H -5.637 1.812 -8.080
H 3.412 4.854 -0.550
C -4.728 -0.702 -3.790
C 3.730 0.432 7.496
H -6.916 -1.598 -3.463
N 0.569 -9.549 -3.596
C 2.524 5.480 -0.085
H 1.074 6.369 2.188
C 0.796 4.006 -1.836
H 1.626 8.192 0.798
H 6.328 3.557 4.001
C -3.284 6.018 5.197
H 3.487 7.758 1.182
H 0.310 -10.568 -5.441
H 3.591 2.777 2.546
C -0.992 2.573 -3.663
H -2.651 -8.653 -4.494
C -5.905 -1.833 -4.002
H -0.748 6.822 2.017
H 5.604 4.832 0.659
C -0.347 5.085 3.450
H -2.008 -6.098 -2.595
C -2.937 -3.965 -2.681
H 9.532 2.351 3.808
C -2.171 0.226 -4.840
O -3.246 6.391 2.666
C 5.775 1.594 3.991
H -2.411 5.986 5.981
C -0.956 -0.011 -5.921
C 5.490 4.234 1.569
H 1.752 7.080 -1.261
H -6.574 2.512 1.030
H 4.432 4.535 4.938
H -0.877 -0.247 7.791
H -6.437 0.870 2.121
C -0.222 5.043 0.686
H -0.203 -1.082 10.312
H -4.881 0.110 -8.561
C -0.854 -9.216 -3.480
O 2.574 4.852 -3.623
C -6.637 1.344 1.053
H -4.938 -2.525 -1.674
H 9.356 3.149 2.233
C -5.520 0.609 0.047
C 0.008 5.900 2.071
H -2.554 4.469 1.025
H 3.858 1.074 8.373
H 4.407 -9.249 -4.469
C 1.786 -0.323 9.793
H 3.059 -1.525 6.913
C -3.370 2.844 -1.573
H 2.336 -0.922 10.528
C 1.031 4.832 -0.402
O -0.336 0.848 9.473
H 0.993 1.162 6.840
C 8.815 2.806 3.119
O 2.759 -9.702 -5.664
H -1.683 0.988 -9.048
H 1.687 2.647 6.216
H -1.869 -5.733 -0.374
H -6.629 -0.421 -1.654
H 0.055 0.214 -5.329
H 2.690 4.095 3.252
H 3.006 -8.145 -4.309
H -3.709 1.791 -6.566
H -1.579 -9.546 -5.544
H 5.282 0.907 4.688
C -2.711 5.661 3.668
H 5.404 3.183 1.279
H 1.976 2.216 7.912
H 0.368 0.270 11.292
C -1.888 3.511 -1.177
C -4.696 1.290 -8.577
C 0.341 -0.130 10.273
C -3.442 -0.809 -4.856
C -3.828 -2.879 -7.071
C 3.708 3.722 3.086
H -0.191 5.853 4.348
C 7.231 1.150 3.786
N 5.698 2.958 4.528
C -1.658 4.338 0.258
H 1.060 -8.726 -3.936
H -6.152 -1.824 -5.170
H 0.456 4.217 3.555
O -5.436 -3.231 -3.736
C -3.488 1.563 -2.625
H 0.072 -8.494 -6.652
H 8.347 3.675 3.585
H 3.871 -1.495 8.474
H -4.631 1.706 -9.681
C -5.266 -3.462 -2.293
H 7.813 1.234 4.711
C 4.356 3.545 4.475
H -2.775 -2.929 -2.140
H -1.925 1.112 8.214
H -4.430 0.996 0.224
H -2.892 -3.806 -3.839
H 1.161 -0.566 7.866
H -3.785 7.101 5.156
H 5.270 1.521 3.024
H 2.505 -11.702 -5.392
H -2.001 -0.373 9.179
H -4.146 -3.558 -7.984
O -1.729 4.578 3.506
H 0.877 -7.418 -5.460
C -0.005 -7.565 -6.080
C -0.647 3.358 -2.265
H -5.519 -0.532 0.400
C 1.863 1.812 6.902
N 2.644 6.879 -0.723
C -5.998 0.585 -1.528
C -3.469 -2.026 -6.002
O -0.267 2.913 -4.765
C 2.702 7.960 0.335
H -0.854 -1.108 -6.318
O -1.176 -7.515 -5.277
C -1.333 0.291 8.624
O -4.203 -4.515 -2.172
H -3.086 2.825 -8.030
C 2.343 -10.783 -4.819
H -4.087 5.218 5.503
H -7.688 0.913 0.711
H -0.041 -6.730 -6.786
C 0.846 -10.677 -4.494
H 7.230 0.094 3.497
H -0.719 -4.738 -2.894
H 3.036 8.984 -0.177
H 2.758 5.539 1.080
O 4.344 4.703 2.264
Br -7.337 2.059 -1.973
H 0.512 -11.605 -4.016
C -1.706 -4.992 -2.297
O -4.430 3.456 -1.004
C -1.595 -8.780 -4.762
C 2.106 3.873 -2.813
H -2.394 -0.431 -8.027
O -0.984 0.979 -7.030
C -3.363 1.720 -7.682
C -4.770 0.488 -2.615
C 3.151 -0.955 7.845
H 4.017 -8.093 -5.757
H -1.381 -10.069 -3.034
H 3.686 2.951 5.109
H -0.922 -8.393 -2.757
H -6.255 -3.978 -1.912
```

Results
- maximum force (eV/Å) = 9.493
- net charge = -1
- E (hartree) = -6027.32005
- molecular weight (g/mol) = 1101.16
- HOMO (hartree) = -0.16193

- What is the HOMO in the first record?
  -0.31683 hartree

- The highest maximum force belongs to which entry?
  C52H84BrN4O16

- Among the records above, which one has the highest HOMO?
  C52H84BrN4O16